Computed, not measured: 2 unconnected molecules or ions with the total composition C4H12, with ωB97M-V/def2-TZVPD.

Last column: Löwdin charge in e.
CARTESIAN COORDINATES (ANGSTROEM)
C1 -0.52394 -0.85860 2.35625  -0.160
C2 0.39560 -1.22924 1.10979  -0.128
H1 0.04111 -1.10460 3.25723  0.051
H2 -0.78766 0.20290 2.30189  0.052
H3 -1.48327 -1.37514 2.42366  0.050
H4 0.37041 -0.42519 0.39974  0.007
H5 0.13061 -2.22830 0.76955  0.063
H6 1.34788 -1.14576 1.66140  0.064
C3 -0.52007 1.34293 -1.28950  -0.162
C4 0.64796 0.76495 -2.10712  -0.190
H7 -0.87216 2.10443 -1.97647  0.059
H8 -1.30738 0.59759 -1.30538  0.065
H9 -0.24201 1.66662 -0.30259  0.052
H10 0.34658 0.74084 -3.15391  0.055
H11 1.61414 1.26018 -1.99369  0.065
H12 0.84219 -0.31362 -2.15086  0.056

Output
**HOMO-LUMO gap**: 12.458 eV
**Largest force on an atom**: 3.1 eV/Å
**ΔE to the lowest compared entry with this formula, charge and spin**: 0.8996 eV
**Structure (SMILES)**: CC.CC
**LUMO**: 1.2 eV